Record 1
The following is a DFT calculation (ωB97M-V/def2-TZVPD) of a structure of composition C25H25ClMnN5O4.

Last column: Mulliken spin population.
Element x y z (Å)
Mn: 0.57676 0.35975 1.33008  4.86
Cl: -0.28178 -2.80821 -0.76847  0.00
O: -0.21014 -1.59356 0.04142  -0.03
O: -1.69823 -3.06277 -0.85116  0.00
O: 0.36197 -2.76550 -2.05043  0.00
O: 0.33033 -3.81356 0.08472  0.00
N: 2.60520 -0.03475 0.31374  -0.01
C: 3.33805 0.92279 -0.35208  0.02
C: 4.47232 0.65128 -1.17359  0.00
C: 4.77508 -0.63591 -1.43070  0.00
C: 4.03235 -1.71346 -0.76661  0.00
C: 3.04508 -1.31334 0.06924  0.02
H: 3.06000 1.91086 -0.01622  0.00
H: 5.13570 1.38110 -1.61368  0.00
H: 5.49676 -0.89949 -2.18972  0.00
H: 4.30116 -2.75520 -0.86101  0.00
H: 2.56478 -2.08932 0.64681  0.00
N: 0.16624 1.60603 -0.37899  -0.03
C: -0.17534 2.92031 -0.38218  0.02
C: -0.46610 3.65736 -1.50656  -0.01
C: -0.24011 3.17417 -2.84266  0.01
C: 0.00879 1.85512 -2.87696  0.00
C: 0.09778 1.15383 -1.68108  0.03
H: -0.20853 3.36270 0.60250  0.01
H: -0.55619 4.72295 -1.35557  0.00
H: -0.20952 3.76379 -3.74699  0.00
H: 0.14018 1.42938 -3.86077  0.00
H: 0.44907 0.13795 -1.78589  0.01
N: -1.32078 0.67332 2.24039  -0.03
C: -1.57056 1.33741 3.44808  0.03
C: -2.79006 1.49900 4.13399  -0.01
C: -3.91013 0.92611 3.51344  0.01
C: -3.73471 0.22271 2.35979  0.00
C: -2.51248 0.18444 1.72754  0.05
H: -0.68640 1.78518 3.87723  0.00
H: -2.89831 1.97815 5.09581  0.00
H: -4.86627 0.83547 4.00738  0.00
H: -4.58138 -0.26422 1.89887  0.00
H: -2.37762 -0.34057 0.79342  0.00
N: 1.21152 -0.93892 2.96731  -0.01
C: 2.36543 -0.69529 3.71333  0.03
C: 2.83064 -1.52110 4.69422  0.00
C: 2.10410 -2.53243 5.11330  0.00
C: 0.88635 -2.81954 4.42825  0.00
C: 0.49669 -2.03339 3.40426  0.03
H: 3.03987 0.04174 3.30306  0.00
H: 3.77739 -1.27788 5.15348  0.00
H: 2.45773 -3.04257 5.99710  0.00
H: 0.32751 -3.68724 4.74638  0.00
H: -0.41581 -2.22682 2.85990  0.00
N: -3.67980 1.40279 -4.66607  0.00
C: -3.79210 0.54256 -3.63506  0.00
C: -2.84894 -0.52448 -3.51998  0.00
C: -1.87987 -0.72890 -4.50601  0.00
C: -1.71891 0.20698 -5.55024  0.00
C: -2.58347 1.28210 -5.49923  0.00
H: -4.58980 0.74048 -2.93441  0.00
H: -2.90519 -1.15638 -2.64594  0.00
H: -1.16333 -1.53547 -4.45690  0.00
H: -1.01507 0.12960 -6.36573  0.00
H: -2.56803 2.01283 -6.29433  0.00

Atoms 1-6, force components in eV/Å:
0.352 -1.527 -1.048
-1.227 -2.871 2.205
1.003 2.701 -0.019
0.368 0.036 -1.015
-0.181 0.987 0.518
0.211 0.260 -0.950

* multiplicity: 6
* gap between HOMO and LUMO (spin up / spin down): 8.5 / 8.1 eV
* total charge: +1
* HOMO energy (spin up / spin down): -11.43 / -11.43 eV
* LUMO level (spin up / spin down): -2.931 / -3.365 eV

***

Record 2
The following is a DFT calculation (ωB97M-V/def2-TZVPD) of the ion C25H25F6 with charge +1.

Last column: Mulliken charge in e.
Element x y z (Å)
C: -2.34688 -1.03586 1.74333  -1.49
C: -0.99888 -0.40836 1.53028  1.32
C: -0.66835 -0.57399 0.03735  -1.85
C: -0.85509 1.01500 2.18233  -0.14
C: -0.49116 0.27788 3.49211  -1.05
C: 0.05672 -0.82891 2.59857  -0.23
C: 1.45941 -0.45466 2.11979  0.28
C: 2.46860 -1.45879 1.92514  -1.07
C: 1.71098 0.98406 1.92835  0.26
C: 0.38698 1.76308 1.66796  -1.12
H: -2.68653 -0.97450 2.75818  0.32
H: -3.14152 -0.58564 1.15267  0.41
H: -2.36299 -2.09718 1.51784  0.41
H: 0.30033 -0.12176 -0.22410  0.35
H: -0.62007 -1.64654 -0.22920  0.41
H: -1.45341 -0.10421 -0.59021  0.40
H: -1.82293 1.57473 2.15892  0.47
H: 0.24814 0.80979 4.10090  0.25
H: -1.39490 -0.04636 3.99102  0.46
H: -0.05846 -1.88939 2.92806  0.59
H: 2.16796 -2.43384 2.35280  0.44
H: 2.66408 -1.63124 0.84893  0.29
H: 3.43572 -1.19998 2.37732  0.10
H: 2.44749 1.15072 1.08738  0.68
H: 0.29022 1.95324 0.58244  0.34
H: 0.41627 2.75263 2.15030  0.45
F: 7.83362 -1.96502 2.17281  -0.27
C: 7.24569 -1.81734 3.39960  0.74
F: 6.76891 -3.05250 3.75595  -0.25
F: 8.29129 -1.49022 4.26503  -0.26
C: 6.22300 -0.70606 3.43991  0.35
C: 5.28667 -0.68462 4.45718  -0.99
C: 4.21293 0.18858 4.38252  0.06
C: 4.01711 0.99255 3.26294  -0.10
C: 2.69301 1.75752 3.05426  -0.18
C: 2.90720 3.28747 2.88525  -0.18
C: 4.11889 3.89472 2.55283  -0.08
C: 4.15586 5.24274 2.10913  -1.38
C: 2.97706 6.00276 2.20577  0.23
C: 2.94905 7.38742 1.59738  0.77
F: 1.68149 7.90249 1.48581  -0.27
F: 3.74844 8.25262 2.32764  -0.24
F: 3.46926 7.40899 0.34166  -0.25
C: 1.88086 5.49017 2.84380  -0.65
C: 1.85539 4.15421 3.23158  -0.68
C: 5.01691 1.04096 2.28341  -0.12
C: 6.14152 0.17779 2.35863  -1.34
H: 5.38529 -1.36187 5.29682  0.44
H: 3.51845 0.25122 5.23132  0.40
H: 2.04825 1.59650 3.89389  0.60
H: 5.10848 3.44024 2.54280  0.74
H: 5.02984 5.68672 1.65601  0.44
H: 0.99275 6.09615 2.99288  0.48
H: 0.99090 3.77177 3.74843  0.64
H: 5.00522 1.74582 1.45428  0.61
H: 6.89560 0.18387 1.58465  0.46

Atoms 1-6, force components in eV/Å:
-0.483 -0.457 0.564
0.161 1.150 -1.719
0.278 -0.058 0.042
-1.052 -0.172 -0.477
0.338 1.116 -0.445
1.564 -1.844 0.024

* gap between HOMO and LUMO: 6.9 eV
* total charge: +1
* HOMO energy: -12.57 eV
* LUMO level: -5.680 eV

***

Record 3
The following is a DFT calculation (ωB97M-V/def2-TZVPD) of an isolated molecule of C25H25FN4O4.

Last column: Mulliken charge in e.
Element x y z (Å)
O: -2.14030 -0.28263 0.76014  -0.77
C: -2.72764 -1.24010 0.27450  0.04
N: -2.10627 -2.41557 0.02559  -0.03
C: -0.66847 -2.46507 0.16176  -1.02
C: -0.06597 -1.40965 -0.77548  0.76
O: -0.52982 -1.23914 -1.88348  -0.71
N: 0.92806 -0.63140 -0.27732  1.28
C: 1.58070 -0.83540 0.95468  -0.30
C: 1.75777 0.21930 1.84666  -0.09
C: 2.44960 -0.01369 3.02194  -0.84
C: 2.94739 -1.28645 3.25843  -0.41
N: 2.79674 -2.28796 2.40887  -0.67
C: 2.13992 -2.07000 1.28740  -0.24
C: 1.46646 0.42332 -1.13915  0.49
C: 0.81221 1.80472 -0.94669  -0.15
O: 1.31831 2.79755 -1.43465  -0.72
N: -0.32409 1.82109 -0.23813  0.09
C: -1.09867 3.03189 -0.06728  -0.38
C: -1.41476 3.28900 1.42016  -1.00
C: -2.89924 2.96576 1.57074  -0.30
C: -3.48095 3.44346 0.24452  -0.85
C: -2.46591 2.92772 -0.77268  -0.57
C: 2.97347 0.43098 -1.01081  -0.36
C: 3.71023 1.47893 -0.47756  -0.01
C: 5.08523 1.38311 -0.34272  -0.95
C: 5.75277 0.23402 -0.72668  -0.43
C: 5.04195 -0.82886 -1.25598  -0.73
C: 3.67351 -0.71181 -1.38871  0.32
F: 2.98685 -1.76478 -1.89166  -0.39
C: -4.15810 -1.21876 -0.03580  0.27
C: -5.08954 -0.22855 0.15191  0.09
C: -6.30922 -0.73781 -0.33944  -0.70
C: -6.03483 -1.99472 -0.79020  -0.48
O: -4.74386 -2.29674 -0.61271  -0.40
H: -2.57032 -3.09378 -0.55683  0.36
H: -0.31725 -3.45693 -0.12090  0.33
H: -0.40853 -2.25785 1.20267  0.45
H: 1.35936 1.19576 1.61960  0.52
H: 2.60049 0.77890 3.73782  0.44
H: 3.49707 -1.51850 4.16016  0.40
H: 2.06575 -2.91064 0.61048  0.47
H: 1.20084 0.12608 -2.16641  0.79
H: -0.77362 0.97165 0.08622  0.02
H: -0.49086 3.83657 -0.48912  0.80
H: -1.23116 4.33670 1.66086  0.35
H: -0.79335 2.67409 2.06949  0.28
H: -3.02378 1.88659 1.66437  0.02
H: -3.34903 3.45307 2.43488  0.49
H: -4.48587 3.06879 0.05368  0.45
H: -3.51366 4.53444 0.22560  0.31
H: -2.48598 3.48230 -1.70883  0.38
H: -2.66737 1.87783 -0.99191  0.15
H: 3.20846 2.38764 -0.18957  0.41
H: 5.63634 2.21435 0.06933  0.42
H: 6.82371 0.16074 -0.61695  0.39
H: 5.52860 -1.74027 -1.56497  0.46
H: -4.91171 0.73096 0.59028  0.51
H: -7.25639 -0.23980 -0.35672  0.47
H: -6.65562 -2.74310 -1.24259  0.49

Atoms 1-6, force components in eV/Å:
-0.049 0.197 0.067
-0.041 -0.687 -0.074
0.036 -0.163 -0.045
-0.159 0.273 0.076
-0.171 -0.262 0.145
-0.059 -0.059 -0.125

* gap between HOMO and LUMO: 9.4 eV
* ΔE to the lowest compared entry with this formula, charge and spin: 42.8 kcal per mole
* structure (SMILES): O=C(NCC(=O)N(c1cccnc1)[C@@H](C(=O)NC1CCCC1)c1ccccc1F)c1ccco1
* HOMO energy: -8.97 eV
* LUMO level: 0.472 eV

***

no.,E (eV)
1,-85800.3205
2,-42627.6241
3,-43199.9617